# 1
Molecular formula: C4H9NO
Method: DFT, ωB97M-V/def2-TZVPD

Values from the calculation:
Kohn-Sham gap = 0.3918 Eh
Calculated total energy = -287.81924 Eh

Element x y z (Å)
O: 1.3417 -1.4759 0.8209
N: 0.1094 -0.7920 2.5468
C: -0.2420 0.9956 -2.0131
C: 0.4298 0.3735 -0.8107
C: 0.3237 -0.9259 1.2073
C: -0.5893 -0.2607 0.1930
H: -0.9465 1.7612 -1.6816
H: -0.7894 0.2180 -2.5574
H: 1.1252 -0.4074 -1.1472
H: -1.3324 0.4065 0.6742
H: 0.9246 -1.0002 3.1028
H: 0.4780 1.4463 -2.7058
H: -0.7114 -0.4257 2.9965
H: 1.0773 1.0905 -0.2846
H: -1.1987 -1.0038 -0.3412

# 2
Molecular formula: C4H9NO
Method: DFT, ωB97M-V/def2-TZVPD

Values from the calculation:
Kohn-Sham gap = 0.3999 Eh
Calculated total energy = -287.74115 Eh

Element x y z (Å)
O: -1.6866 -0.5678 1.6893
N: -0.4935 1.2777 -0.2282
C: 1.0038 -0.7797 -0.1915
C: -0.9023 0.5364 -1.4239
C: 0.4804 0.4245 -0.9044
C: 1.3932 -0.7919 1.0795
H: 1.1055 -1.6789 -0.7984
H: 1.2389 0.9357 -1.4991
H: -1.6254 -0.2528 -1.2338
H: -1.3596 0.2254 1.2283
H: -0.3394 2.2603 -0.4328
H: 1.2985 0.0888 1.7115
H: 1.8130 -1.6862 1.5334
H: -0.8804 -1.0798 1.8214
H: -1.0461 1.0884 -2.3514

# 3
Molecular formula: C4H9NO
Method: DFT, ωB97M-V/def2-TZVPD

Values from the calculation:
Kohn-Sham gap = 0.3759 Eh
Calculated total energy = -287.77286 Eh

Element x y z (Å)
O: 0.3716 -0.6226 0.8990
N: 0.5881 -0.7362 -1.3027
C: -1.0170 1.7605 1.2132
C: -0.0908 -0.2200 -0.1685
C: -1.3729 0.5714 0.2863
C: 1.7011 -1.6399 -0.9265
H: -0.4994 1.4537 2.1326
H: -1.9926 0.9039 -0.5310
H: -1.9357 -0.1418 0.9270
H: -1.9307 2.3005 1.5014
H: 1.4150 -2.2635 -0.0768
H: 0.5772 -0.4536 -2.2796
H: -0.3775 2.4603 0.6753
H: 2.5681 -1.0478 -0.6202
H: 1.9955 -2.3250 -1.7293

# 4
Molecular formula: C4H9NO
Method: DFT, ωB97M-V/def2-TZVPD

Values from the calculation:
Kohn-Sham gap = 0.3600 Eh
Calculated total energy = -287.73711 Eh

Element x y z (Å)
O: 0.6478 -1.6900 1.4180
N: 0.4910 -0.3459 -0.3798
C: -1.2885 0.7581 1.3187
C: 0.8331 -0.0839 -1.7279
C: 0.0222 0.7568 0.5066
C: 0.4344 -1.6105 0.2047
H: 0.9400 0.7996 1.1468
H: 1.3362 -0.8404 -2.4248
H: 1.6246 0.6382 -1.6392
H: -2.1095 0.2346 0.7583
H: 0.1847 -2.3373 -0.6488
H: -0.0933 0.2814 -2.1811
H: -1.1332 0.1949 2.2158
H: -0.3520 1.5077 -0.2380
H: -1.5373 1.7366 1.6707